Entry 1:
2 unconnected molecules or ions with the total composition C22H27Cl3N2O4. Source: the OMol25 dataset; level of theory: wB97M-V/def2-TZVPD.

XYZ file:
```
58
Properties=species:S:1:pos:R:3:mulliken_charge:R:1
C -1.017 -0.243 -0.399 -0.813
C 0.339 -0.885 -0.722 -0.628
C 0.569 -1.137 -2.232 0.314
C -0.492 -2.119 -2.771 -1.730
C 2.006 -1.656 -2.516 0.070
N 3.040 -0.762 -1.940 -0.150
C 3.311 0.501 -2.278 0.863
C 4.456 1.159 -1.547 -1.367
O 2.687 1.133 -3.120 -0.738
C 2.219 -2.012 -4.004 -0.082
O 2.113 -3.183 -4.357 -0.684
N 2.535 -1.042 -4.868 -0.020
C 2.775 -1.240 -6.295 -1.009
H -1.823 -0.968 -0.509 0.342
H -1.007 0.111 0.629 -0.042
H -1.194 0.609 -1.056 0.403
H 0.426 -1.824 -0.175 0.330
H 1.102 -0.204 -0.347 0.289
H 0.437 -0.191 -2.758 0.311
H -1.495 -1.727 -2.614 0.488
H -0.400 -3.085 -2.272 0.338
H -0.375 -2.264 -3.845 0.443
H 2.092 -2.605 -1.987 0.548
H 3.628 -1.165 -1.229 0.264
H 4.573 2.177 -1.918 0.356
H 5.372 0.599 -1.728 0.344
H 4.239 1.185 -0.481 0.352
H 2.581 -0.097 -4.500 0.240
H 3.489 -2.053 -6.442 0.323
H 1.840 -1.502 -6.793 0.292
H 3.175 -0.327 -6.737 0.369
O -3.858 0.919 4.727 -0.646
C -3.471 1.518 3.561 0.355
C -4.401 1.717 2.542 -0.952
C -4.023 2.322 1.334 0.714
C -5.032 2.502 0.228 -0.621
Cl -4.894 4.135 -0.503 -0.198
C -2.691 2.730 1.166 -0.736
C -1.755 2.534 2.188 -0.237
C -2.138 1.917 3.385 0.311
O -1.214 1.697 4.374 -0.541
C -0.505 0.514 4.335 0.273
C -0.772 -0.542 3.436 -0.109
C 0.003 -1.706 3.446 -0.872
C 1.044 -1.846 4.363 0.268
Cl 2.007 -3.301 4.382 -0.221
C 1.302 -0.819 5.272 -0.563
C 0.537 0.352 5.265 0.443
Cl 0.898 1.603 6.433 -0.197
H -3.107 0.933 5.345 0.350
H -5.424 1.392 2.704 0.352
H -6.048 2.370 0.615 0.339
H -4.866 1.743 -0.542 0.309
H -2.378 3.203 0.239 0.364
H -0.726 2.852 2.056 0.498
H -1.588 -0.482 2.724 0.492
H -0.205 -2.510 2.746 0.383
H 2.106 -0.931 5.992 0.427
```

net charge: 0
SMILES string: CC[C@H](C)[C@H](NC(C)=O)C(=O)NC.Oc1cc(CCl)ccc1Oc1ccc(Cl)cc1Cl
HOMO-LUMO gap: 9.323 eV
DFT total energy: -2645.622804 hartree
lowest unoccupied orbital energy: 0.29 eV



Entry 2:
2 unconnected molecules or ions with the total composition C4H11N3O2. Source: the OMol25 dataset; level of theory: wB97M-V/def2-TZVPD.

XYZ file:
```
20
Properties=species:S:1:pos:R:3:mulliken_spin:R:1
C -3.039 -0.269 0.735 0.000
C -2.144 -1.400 0.426 -0.001
O -2.698 -2.608 0.267 0.000
O -0.959 -1.257 0.164 0.000
H -3.756 -0.046 -0.049 0.000
H -2.641 0.620 1.210 0.000
H -3.665 -0.728 1.564 0.000
C 2.123 -0.340 -1.510 0.011
C 1.736 1.297 0.173 -0.086
N 2.938 1.726 0.063 0.644
N 1.113 0.469 -0.776 0.405
N 0.856 1.683 1.185 0.052
H 3.465 1.568 -0.804 -0.006
H -2.077 -3.332 0.095 0.000
H 0.342 -0.093 -0.381 -0.022
H 0.258 2.469 0.935 -0.008
H 1.320 2.125 1.986 -0.005
H 2.647 -1.065 -0.871 0.000
H 2.650 0.213 -2.284 0.014
H 1.531 -1.032 -2.127 0.001
```

net charge: +1
expectation value of S²: 0.778
spin multiplicity: 2
HOMO-LUMO gap (alpha / beta): 10.804 / 6.018 eV
DFT total energy: -473.444683 hartree
lowest unoccupied orbital energy (alpha / beta): -3.30 / -8.09 eV
relative energy (zero: lowest compared OMol25 entry of this formula, charge and spin): 46.3 kcal per mole